1.
14
Properties=species:S:1:pos:R:3 method="wB97M-V/def2-TZVPD" orbital_gap_ha="0.28065 / 0.29963" e_lumo_ev="0.367 / -0.983" homo_energy_ha="-0.2672 / -0.3358" s2=2.035 spin_multiplicity=3
C -0.0146 1.9352 0.1943
C 0.7168 0.8226 0.0347
C -1.3902 2.1093 0.1371
C -2.2592 0.2377 -0.4766
C 0.2350 -0.4817 -0.4560
C -1.1928 -0.7702 0.0423
F -1.9703 3.2179 -0.1711
I -4.2364 -0.1917 -0.0427
H 0.5503 2.8018 0.4930
H 1.6968 1.0369 0.1792
H 0.2866 -0.4676 -1.5476
H 0.6339 -1.3687 -0.0621
H -1.2719 -0.6508 1.1608
H -1.6437 -1.7950 -0.1289

***

2.
14
Properties=species:S:1:pos:R:3 method="wB97M-V/def2-TZVPD" e_above_lowest_ev=5.027 orbital_gap_ha=0.32314 e_lumo_ev=-0.343 homo_energy_ha=-0.3357
C 1.5898 -0.9980 0.6137
C 0.5761 -0.0265 0.0799
C -0.1188 -0.0905 -1.3207
C -1.4354 -0.0654 -1.3874
C -0.0623 0.6921 1.0956
C -0.8924 1.6921 0.6984
H 0.8106 -2.0283 1.0441
H 2.2747 -0.4621 1.5473
H 2.4223 -1.5604 -0.0771
H 0.4177 -0.3897 -2.1799
H -2.1421 0.3941 -0.4140
H -2.0145 -0.0775 -2.3557
N -1.7549 2.4043 0.3053
F 0.3291 0.5158 2.3504

***

3.
16
Properties=species:S:1:pos:R:3 method="wB97M-V/def2-TZVPD" e_above_lowest_ev=7.181 orbital_gap_ha=0.30711 e_lumo_ev=-0.762 homo_energy_ha=-0.3351
C -1.1538 1.4323 -0.3258
C 0.0883 -1.8737 0.2433
C -2.3899 0.9991 -0.0860
C -1.0282 -2.5652 -0.0634
C 0.0050 0.4927 -0.5566
C 0.2803 -0.4313 0.7238
N -3.4322 1.9268 0.1318
O -4.5216 1.5235 0.5003
O -3.1467 3.0280 -0.0739
I -3.0292 -1.0410 -0.0775
H -1.0042 2.5667 -0.3173
H 0.9711 -2.5000 0.2711
H -0.3540 -0.1669 -1.3665
H 0.8107 1.1308 -0.8539
H -0.5175 -0.1473 1.3393
H 1.2268 -0.3341 1.3699

***

4.
16
Properties=species:S:1:pos:R:3 method="wB97M-V/def2-TZVPD" e_above_lowest_ev=3.519 orbital_gap_ha="0.30933 / 0.22704" e_lumo_ev="-13.240 / -15.454" homo_energy_ha="-0.7959 / -0.7950" charge=+3 s2=2.030 spin_multiplicity=3
C 2.0595 -0.2966 -0.8707
C 1.1179 0.6990 -0.8778
C 0.3871 1.2913 0.2354
H 2.5758 -0.5086 -1.8137
H 2.5356 -0.6188 0.0628
H 0.7203 1.0159 -1.8469
H 0.1431 2.3548 0.1139
C 0.8481 1.0560 1.5221
O 1.1721 0.8212 2.5818
O -1.1470 -1.7256 -0.1712
C -1.8323 -0.6849 -0.1251
C -1.8862 0.5855 0.1745
Ni 0.4836 -1.8794 -1.1916
Li -1.8969 -3.2388 1.1212
H -3.1063 0.1311 -0.0554
H -2.1743 0.9980 1.1409

***

5.
13
Properties=species:S:1:pos:R:3 method="wB97M-V/def2-TZVPD" e_above_lowest_ev=5.940 orbital_gap_ha="0.28027 / 0.25770" e_lumo_ev="-6.764 / -6.955" homo_energy_ha="-0.5288 / -0.5133" charge=+1
C -1.0266 -0.4815 1.6455
C 0.1508 0.3147 -0.8767
C -1.8710 -0.8537 -0.6167
C 1.4156 0.4015 1.1972
C 1.3130 0.3445 -0.3338
C 0.1203 -0.1314 1.5915
N -1.1312 0.2240 -0.9613
H -1.4179 -1.8292 -0.5432
H -2.9429 -0.7621 -0.6349
H 2.2447 -0.2255 1.5324
H 1.5779 1.4253 1.5454
H 2.2528 0.3235 -0.8680
H -1.6417 1.0859 -1.1812

***

6.
13
Properties=species:S:1:pos:R:3 method="wB97M-V/def2-TZVPD" e_above_lowest_ev=3.702 orbital_gap_ha="0.25775 / 0.25791" e_lumo_ev="-6.834 / -6.834" homo_energy_ha="-0.5089 / -0.5090" charge=+1
C 1.3506 -0.6390 -1.3443
C 1.4039 0.6215 -1.2048
C -0.2284 0.5099 0.4896
C -1.2128 1.2065 1.0951
C 0.5673 -1.6594 -0.6880
C 0.4836 1.3958 -0.4464
N -0.1130 -0.8781 0.4262
H -2.2417 0.7080 1.4734
H -1.0969 2.2952 1.2041
H -0.1914 -2.0963 -1.3841
H 1.1887 -2.5439 -0.3423
H 0.2414 2.4918 -0.6322
H -0.1513 -1.4119 1.3537

***

7.
14
Properties=species:S:1:pos:R:3 method="wB97M-V/def2-TZVPD" e_above_lowest_ev=3.308 orbital_gap_ha=0.30900 e_lumo_ev=0.627 homo_energy_ha=-0.2860
C 1.7964 -0.9075 2.9285
C 1.0344 -0.8281 2.0620
C 0.2436 -0.6422 0.9190
N -0.9770 -0.9755 0.6644
C -1.2910 -0.4664 -0.5567
C -0.1904 0.3246 -1.0516
C -0.4602 1.2868 -1.9742
N 0.7434 0.1582 -0.0955
H 2.5357 -1.2363 3.6948
H -1.7463 -1.1142 -1.2736
H -2.1782 0.2042 -0.3513
H 0.2156 2.0742 -2.4435
H -1.3594 1.3763 -2.4676
H 1.6334 0.7459 -0.0548

***

8.
14
Properties=species:S:1:pos:R:3 method="wB97M-V/def2-TZVPD" e_above_lowest_ev=2.847 orbital_gap_ha=0.30750 e_lumo_ev=-10.541 homo_energy_ha=-0.6949 charge=+2
N 3.0890 0.2754 -0.0045
C 1.9400 -0.6240 -0.1050
C 0.6907 -0.1467 -0.0540
C -0.4996 0.3374 -0.1482
C -1.6992 0.9289 -0.0585
C -2.8236 0.1504 0.0261
N -4.1876 0.0962 0.3291
C -3.5762 -1.0063 -0.0043
H 3.0531 0.5590 1.0203
H 3.1593 1.2643 -0.5541
H 3.9526 -0.1527 -0.0983
H 2.3106 -1.6916 -0.1099
H -1.7614 2.0171 -0.0011
H -3.6478 -2.0076 -0.2377

***

9.
20
Properties=species:S:1:pos:R:3 method="wB97M-V/def2-TZVPD" orbital_gap_ha="0.22788 / 0.16211" e_lumo_ev="-15.070 / -16.674" homo_energy_ha="-0.7817 / -0.7749" charge=+3 s2=4.105 spin_multiplicity=4
O 0.3780 -2.4500 -1.8439
C 0.3659 -1.3018 -1.8433
Nd 0.3471 0.5089 -1.8427
O -2.2165 0.4829 -3.3220
C -1.2190 0.4931 -2.7465
C 1.9131 0.5248 -2.7465
O 2.9105 0.5346 -3.3222
C 0.3284 2.3197 -1.8423
O 0.3163 3.4679 -1.8419
C 1.0060 -0.4821 3.0329
N -0.3260 -0.5400 2.4553
C -0.5816 -0.2888 1.1394
N -1.8495 -0.3443 0.6715
O 0.3426 -0.0092 0.3890
H 1.7856 -0.2161 2.2870
H 1.2666 -1.4695 3.4677
H 1.0269 0.2819 3.8378
H -1.1060 -0.7768 3.0865
H -2.0564 -0.1560 -0.3168
H -2.6312 -0.5785 1.3009

***

10.
16
Properties=species:S:1:pos:R:3 method="wB97M-V/def2-TZVPD" e_above_lowest_ev=1.743 orbital_gap_ha=0.31481 e_lumo_ev=-0.099 homo_energy_ha=-0.3184
O -3.8332 -0.8930 -0.2500
C -2.9768 -0.1234 -0.0134
O -3.2411 1.2102 0.2021
C -1.4406 -0.4867 -0.0660
C -0.5384 0.5644 -0.0738
C 0.8544 0.2226 -0.0642
N 1.7910 1.2097 -0.1714
C 2.9478 0.5913 -0.1466
C 2.8469 -0.7017 0.0991
N 1.4841 -0.9150 0.0670
H -4.1234 1.2530 0.2302
H -1.3600 -1.5486 -0.0264
H -0.8807 1.6209 -0.1285
H 3.8458 1.2051 -0.1804
H 3.5965 -1.5577 0.3293
H 1.0276 -1.6510 0.1929

***

11.
17
Properties=species:S:1:pos:R:3 method="wB97M-V/def2-TZVPD" e_above_lowest_ev=4.281 orbital_gap_ha=0.34616 e_lumo_ev=0.172 homo_energy_ha=-0.3398
C -2.2727 0.2694 -0.8979
C -1.7117 -0.3379 0.4192
O -2.4652 0.1975 1.5839
C -0.3249 0.1401 0.4570
C 0.7311 -0.5866 0.1195
C 1.6710 -1.6908 -0.2091
O 1.8045 -2.8394 -0.3597
N 2.2235 -0.4988 0.0174
N 3.4014 0.1965 -0.1673
C 3.6677 1.3820 -0.3529
O 4.0799 2.4456 -0.5374
H -2.4850 -0.5552 -1.4598
H -3.1585 0.7818 -0.6250
H -1.5195 0.9986 -1.2885
H -1.6489 -1.4901 0.4415
H -1.7213 0.4417 2.2556
H -0.2714 1.1456 0.6033

***

12.
17
Properties=species:S:1:pos:R:3 method="wB97M-V/def2-TZVPD" e_above_lowest_ev=0.322 orbital_gap_ha=0.25857 e_lumo_ev=-1.422 homo_energy_ha=-0.3108
C -0.8582 -0.0945 -0.7808
C 0.4572 -0.5779 -0.4182
C -1.4391 0.9426 0.0844
C -1.1616 0.9420 1.4157
C 0.9156 -0.4398 0.9875
C -0.1946 -0.0267 1.9765
N 1.2478 -1.2087 -1.1605
N 1.2081 -1.3950 -2.4445
S 1.4731 1.3936 -3.1027
S 1.5487 -0.4437 -3.5995
S -1.7605 -0.7131 -1.9594
H -2.3153 1.5080 -0.4130
H -1.6211 1.7131 2.0316
H 1.4390 -1.3589 1.2372
H 1.6803 0.2733 0.9155
H 0.0246 0.3810 3.0600
H -0.6440 -0.8954 2.1701

***

13.
16
Properties=species:S:1:pos:R:3 method="wB97M-V/def2-TZVPD" e_above_lowest_ev=8.531 orbital_gap_ha=0.30064 e_lumo_ev=-0.091 homo_energy_ha=-0.3040
C -0.0682 -0.9626 -0.1722
C -1.4530 -1.4289 -0.2146
C -2.4381 -0.4849 0.0627
C -1.9352 0.9471 -0.0285
C -0.5969 1.2487 -0.2174
C 0.3766 0.2272 -0.0563
H 2.7665 1.5653 1.2852
H 3.9284 0.6141 -0.3131
H -1.4983 -2.6464 -0.2347
H -3.4868 -0.5760 0.8627
H -2.8559 1.6216 0.0155
H -0.4131 2.2417 -0.8065
N 2.7705 0.8575 -0.0626
N 1.8492 0.0008 -0.0725
N 2.0809 -1.3485 -0.0544
N 0.9733 -1.8766 0.0067

***

14.
21
Properties=species:S:1:pos:R:3 method="wB97M-V/def2-TZVPD" e_above_lowest_ev=0.000 orbital_gap_ha=0.35563 e_lumo_ev=-0.255 homo_energy_ha=-0.3650
O 3.0737 0.9768 -0.5541
C 3.1180 0.0716 -1.3994
O 4.2986 -0.2759 -2.0290
C 1.8457 -0.4850 -1.8489
N 1.8769 -0.8786 -3.0566
O 0.5830 -1.1255 -3.4718
N -0.3362 -0.7654 -2.3575
C 0.5094 -0.4407 -1.4050
N 0.1162 -0.3731 -0.1084
C -1.3222 -0.5380 0.1547
N -1.5706 -0.0323 1.5741
C -2.1360 1.1511 1.8354
C -2.7329 1.0812 3.0899
N -2.4141 -0.1844 3.5144
N -1.6950 -0.7945 2.6744
H 4.9685 0.3492 -1.6878
H 0.7542 0.0961 0.5586
H -1.4701 -1.5750 0.1745
H -1.9366 -0.0782 -0.5693
H -2.2643 2.0213 1.1622
H -3.2662 1.7994 3.7496

***

15.
14
Properties=species:S:1:pos:R:3 method="wB97M-V/def2-TZVPD" e_above_lowest_ev=1.648 orbital_gap_ha=0.28505 e_lumo_ev=-6.174 homo_energy_ha=-0.5119 charge=+1
C -0.4196 -0.3350 -2.1225
C -0.4399 -1.1862 -1.0131
N -0.2045 -0.3136 0.0335
C 0.3284 -0.3622 1.2213
C 0.5269 1.0041 1.7240
O 0.2512 1.9094 0.7952
C -0.2577 0.9703 -0.4416
C -0.3195 1.0112 -1.7783
H -0.6719 -0.6167 -3.2060
H -0.5252 -2.1713 -0.8232
H 0.6733 -1.2481 1.7342
H -0.0628 0.9189 2.5977
H 1.5417 1.1049 2.1132
H -0.1451 1.8318 -2.5600

***

16.
17
Properties=species:S:1:pos:R:3 method="wB97M-V/def2-TZVPD" e_above_lowest_ev=1.791 orbital_gap_ha="0.30451 / 0.18345" e_lumo_ev="-10.228 / -13.520" homo_energy_ha="-0.6804 / -0.6803" charge=+2 s2=2.016 spin_multiplicity=3
O -0.0496 4.4179 -3.0293
C 0.0809 3.3522 -2.5974
Ni 0.0567 -1.5098 -1.4312
C 1.4692 -1.9147 -2.6056
C -1.4520 -1.9299 -2.5176
O 2.5433 -1.5187 -2.9576
O -2.4952 -1.4817 -2.9069
C 1.0697 -0.6812 1.9189
C -0.0218 0.1237 1.2686
C -1.1488 0.7479 2.0480
O 0.0113 0.4110 0.0348
H 1.0274 -0.6717 3.0697
H 2.1203 -0.2516 1.6065
H 1.0671 -1.8132 1.5991
H -1.1530 1.7962 1.6920
H -2.0810 0.2678 1.6809
H -1.0445 0.6558 3.1270